Entry 1:
{
  "formula": "C4H11NO",
  "method": "ωB97M-V with the def2-TZVPD basis set",
  "e_above_lowest_kj_mol": 145.5,
  "largest_force_ha_per_bohr": 0.04640,
  "energy_ha": -288.96161,
  "e_lumo_ev": 1.0,
  "total_charge": 0,
  "symbols": ["C", "C", "C", "N", "C", "O", "H", "H", "H", "H", "H", "H", "H", "H", "H", "H", "H"],
  "positions_angstrom": [[-0.434, 0.764, 2.931], [0.334, 0.515, 1.580], [-0.493, 0.263, 0.318], [0.166, -0.841, -0.431], [-0.099, -0.934, -1.821], [0.431, 0.130, -2.630], [-0.401, 1.775, 3.340], [-0.049, 0.030, 3.629], [-1.515, 0.671, 2.777], [1.086, -0.225, 1.842], [0.926, 1.431, 1.472], [-1.488, -0.079, 0.591], [-0.415, 1.161, -0.294], [1.136, -0.866, -0.183], [0.388, -1.828, -2.233], [-1.174, -1.010, -1.960], [1.322, 0.314, -2.378]]
}

Entry 2:
{
  "formula": "C4H11NO",
  "method": "ωB97M-V with the def2-TZVPD basis set",
  "e_above_lowest_kj_mol": 183.2,
  "largest_force_ha_per_bohr": 0.03747,
  "energy_ha": -288.94724,
  "e_lumo_ev": 0.7,
  "total_charge": 0,
  "symbols": ["C", "C", "N", "C", "C", "H", "H", "H", "H", "H", "H", "H", "H", "H", "O", "H", "H"],
  "positions_angstrom": [[2.830, 0.099, 1.973], [1.712, -0.430, 1.448], [1.124, -0.199, 0.232], [-0.354, -0.282, 0.054], [-0.665, -0.658, -1.393], [3.420, -0.467, 2.674], [3.314, 1.015, 1.645], [1.392, -1.308, 1.999], [1.464, 0.520, -0.384], [-0.658, -1.113, 0.684], [-0.720, 0.721, 0.271], [-0.034, -0.155, -2.141], [-0.492, -1.725, -1.529], [-1.659, -0.341, -1.676], [-3.545, 1.144, -1.519], [-2.765, 1.053, -2.098], [-3.995, 1.874, -1.932]]
}

Entry 3:
{
  "formula": "C4H11NO",
  "method": "ωB97M-V with the def2-TZVPD basis set",
  "e_above_lowest_kj_mol": 129.0,
  "largest_force_ha_per_bohr": 0.03716,
  "energy_ha": -288.96786,
  "e_lumo_ev": 0.6,
  "total_charge": 0,
  "symbols": ["C", "C", "N", "C", "C", "H", "H", "H", "H", "H", "H", "H", "H", "H", "O", "H", "H"],
  "positions_angstrom": [[-0.789, -1.610, -0.929], [0.233, -0.956, -0.374], [0.545, -1.099, 0.992], [1.046, 0.030, -1.169], [0.686, 1.481, -0.794], [-1.053, -1.518, -1.969], [-1.372, -2.322, -0.370], [1.241, -0.413, 1.258], [-0.270, -0.891, 1.576], [0.914, -0.180, -2.232], [2.111, -0.154, -1.002], [0.650, 2.096, -1.684], [-0.259, 1.534, -0.252], [1.452, 1.893, -0.129], [-1.472, 0.533, 2.361], [-1.343, 1.477, 2.402], [-2.321, 0.097, 2.315]]
}

Entry 4:
{
  "formula": "C4H11NO",
  "method": "ωB97M-V with the def2-TZVPD basis set",
  "e_above_lowest_kj_mol": 155.4,
  "largest_force_ha_per_bohr": 0.03145,
  "energy_ha": -288.95782,
  "e_lumo_ev": 1.0,
  "total_charge": 0,
  "symbols": ["C", "N", "C", "C", "C", "H", "H", "H", "H", "H", "H", "H", "H", "H", "O", "H", "H"],
  "positions_angstrom": [[-2.059, -1.047, 0.412], [-0.922, -0.560, 0.237], [-0.606, 0.043, -1.030], [0.690, 0.838, -0.972], [1.863, -0.117, -0.716], [-2.829, -0.907, -0.364], [-2.425, -1.530, 1.308], [-0.515, -0.723, -1.819], [-1.458, 0.606, -1.428], [0.842, 1.409, -1.880], [0.645, 1.485, -0.093], [2.852, 0.322, -0.782], [1.751, -0.674, 0.212], [1.872, -0.900, -1.482], [0.248, 0.264, 2.948], [-0.636, 0.369, 2.568], [0.685, 1.124, 2.883]]
}

Entry 5:
{
  "formula": "C4H11NO",
  "method": "ωB97M-V with the def2-TZVPD basis set",
  "e_above_lowest_kj_mol": 267.1,
  "largest_force_ha_per_bohr": 0.11505,
  "energy_ha": -288.91527,
  "e_lumo_ev": 0.9,
  "total_charge": 0,
  "symbols": ["C", "C", "C", "C", "N", "H", "H", "H", "H", "H", "H", "H", "H", "H", "O", "H", "H"],
  "positions_angstrom": [[1.573, -1.522, -0.312], [0.762, -0.439, 0.153], [0.542, 0.876, -0.233], [-0.217, 1.922, 0.430], [-1.665, 1.871, -0.025], [1.051, -2.509, -0.628], [2.373, -1.361, -1.084], [2.149, -1.844, 0.571], [0.377, -0.677, 1.221], [0.893, 1.060, -1.246], [-0.173, 1.636, 1.491], [0.048, 3.011, 0.195], [-2.214, 2.654, -0.144], [-1.689, 1.310, -0.806], [-1.379, -2.256, 0.523], [-0.912, -2.424, -0.335], [-1.519, -1.310, 0.228]]
}

Entry 6:
{
  "formula": "C4H11NO",
  "method": "ωB97M-V with the def2-TZVPD basis set",
  "e_above_lowest_kj_mol": 137.1,
  "largest_force_ha_per_bohr": 0.05426,
  "energy_ha": -288.96481,
  "e_lumo_ev": 1.0,
  "total_charge": 0,
  "symbols": ["C", "N", "C", "C", "C", "O", "H", "H", "H", "H", "H", "H", "H", "H", "H", "H", "H"],
  "positions_angstrom": [[-1.665, -0.746, 0.517], [-1.080, -0.266, -0.748], [-0.275, 0.931, -0.481], [0.841, 0.758, 0.486], [1.895, -0.228, -0.050], [1.257, -1.463, -0.297], [-2.336, 0.063, 0.923], [-2.233, -1.741, 0.346], [-0.920, -0.978, 1.235], [-1.800, 0.020, -1.403], [-0.959, 1.740, -0.192], [0.173, 1.158, -1.485], [0.447, 0.487, 1.465], [1.302, 1.765, 0.724], [2.299, 0.253, -0.969], [2.701, -0.468, 0.661], [0.353, -1.288, -0.733]]
}

Entry 7:
{
  "formula": "C4H11NO",
  "method": "ωB97M-V with the def2-TZVPD basis set",
  "e_above_lowest_kj_mol": 87.8,
  "largest_force_ha_per_bohr": 0.03424,
  "energy_ha": -288.98357,
  "e_lumo_ev": 1.0,
  "total_charge": 0,
  "symbols": ["C", "C", "O", "C", "C", "N", "H", "H", "H", "H", "H", "H", "H", "H", "H", "H", "H"],
  "positions_angstrom": [[1.477, 1.098, -0.232], [0.840, -0.107, 0.423], [1.257, -1.356, -0.099], [-0.728, 0.010, 0.504], [-1.335, 0.324, -0.871], [-1.272, -1.243, 0.979], [0.976, 1.344, -1.154], [2.509, 0.917, -0.561], [1.499, 1.914, 0.487], [1.091, -0.194, 1.489], [1.187, -1.423, -1.057], [-0.889, 0.811, 1.222], [-0.755, -0.006, -1.738], [-1.421, 1.404, -1.029], [-2.303, -0.176, -0.956], [-1.386, -1.298, 1.984], [-0.746, -2.020, 0.610]]
}